[1]
ORCA calculation (ωB97M-V/def2-TZVPD) on the molecule C5H13N at a distorted geometry.

Structure (XYZ):
```
19
Properties=species:S:1:pos:R:3:forces:R:3
C -0.419 1.972 0.250 1.3473 -0.2374 0.6017
C 0.640 2.604 -0.703 -1.6993 -0.2901 -0.9544
C -0.757 0.489 0.019 -0.8799 -0.6694 0.6125
N 0.306 -0.445 -0.361 0.3266 -0.5438 0.8831
C -0.178 -1.874 -0.299 -1.6265 2.1050 -1.0511
C 0.596 -2.720 0.661 0.0728 -0.5831 -0.2119
H -0.110 2.041 1.323 -0.4222 0.4595 -0.7859
H -1.339 2.493 0.000 -0.1599 0.2530 0.9124
H 1.389 1.885 -1.022 0.1897 0.1498 0.0613
H 1.051 3.581 -0.454 0.1861 -0.2691 0.7664
H 0.005 2.877 -1.570 0.7104 -0.3936 -0.1908
H -1.616 0.446 -0.645 0.2543 -0.2409 -0.8242
H -1.211 0.039 0.936 0.0757 0.7888 -0.0113
H 0.908 -0.454 0.460 0.4740 0.5902 -0.2573
H -1.230 -1.828 0.044 0.2475 -0.2225 0.0795
H -0.299 -2.153 -1.359 0.6362 -0.7470 0.4925
H 0.295 -3.740 0.497 0.1104 -0.7152 -0.1782
H 1.681 -2.659 0.526 -0.1752 0.0816 0.1356
H 0.287 -2.552 1.697 0.3318 0.4840 -0.0799
```
Forces are in eV/Å.

Properties
relative energy (zero: lowest compared OMol25 entry of this formula, charge and spin): 31.15 kcal/mol
Kohn-Sham gap: 0.3689 hartree
HOMO level: -8.920 eV
SMILES: CCCNCC

Atom charges from the natural (NBO) analysis, given in e for atoms 1 to 6: C -0.4060; C -0.6209; C -0.2138; N -0.6129; C -0.2247; C -0.6384

[2]
ORCA calculation (ωB97M-V/def2-TZVPD) on C18H14BrCoN5O2 as an isolated structure.

Structure (XYZ):
```
41
Properties=species:S:1:pos:R:3:forces:R:3
Co 0.997 -1.680 2.109 -0.2705 -0.3996 -0.0609
O 0.349 -1.937 -3.161 -0.0915 0.0060 -0.0647
C 1.689 -2.229 -3.008 -0.0066 -0.0043 0.0327
C 2.563 -2.255 -4.080 0.0972 -0.0366 0.1236
C 3.903 -2.532 -3.847 -0.0357 0.0154 -0.0362
C 4.360 -2.769 -2.560 -0.0034 -0.0079 0.0209
C 3.473 -2.737 -1.495 -0.0485 0.0095 -0.0248
C 2.127 -2.470 -1.708 0.1351 -0.0222 -0.1164
C 1.153 -2.491 -0.549 -0.3200 0.3383 -0.1558
O 1.707 -2.627 0.653 0.0788 0.0245 0.3418
N 0.425 -1.111 -0.613 0.1512 -0.1650 0.2355
N 0.409 -0.438 0.465 0.0045 -0.0627 -0.1662
C -0.049 0.809 0.553 0.1249 -0.2285 0.1289
C 0.231 1.527 1.722 -0.2662 0.2527 -0.2308
Br 1.454 0.771 2.959 0.0958 0.0849 0.1298
C -0.218 2.811 1.977 0.0349 -0.2204 -0.0347
C -1.338 3.436 1.348 0.0191 0.1214 0.0226
C -1.380 4.847 1.321 0.0062 -0.0399 -0.0017
C -2.419 5.501 0.697 0.0591 -0.0133 0.0388
C -3.457 4.766 0.133 -0.0081 -0.0037 -0.0079
C -3.462 3.376 0.202 0.0010 -0.0348 0.0007
C -2.416 2.710 0.804 -0.0676 0.0111 -0.0179
H 0.119 -1.935 -4.098 -0.0091 0.0061 0.0527
H 2.207 -2.063 -5.084 -0.0370 0.0081 -0.0243
H 4.590 -2.559 -4.681 0.0073 -0.0068 -0.0010
H 5.404 -2.990 -2.388 0.0121 0.0001 0.0129
H 3.802 -2.940 -0.486 0.0191 -0.0038 0.0217
H 0.324 -3.193 -0.736 0.0615 -0.0281 -0.0464
H 0.077 -0.765 -1.510 -0.0465 0.0572 -0.0172
H -0.549 1.279 -0.287 0.0210 0.0823 0.0149
H 0.330 3.391 2.711 -0.0252 0.0205 0.0264
H -0.573 5.406 1.776 0.0142 0.0317 0.0007
H -2.436 6.581 0.657 0.0041 0.0130 0.0073
H -4.284 5.279 -0.337 -0.0203 0.0203 -0.0145
H -4.304 2.822 -0.190 -0.0027 -0.0239 0.0001
H -2.465 1.637 0.929 -0.0085 -0.0128 0.0075
N -3.960 -4.440 5.011 -0.0176 -0.0482 0.0223
C -3.383 -3.630 4.427 -0.1242 -0.4421 0.2743
N -2.815 -2.664 3.745 -0.0152 0.5693 -0.2500
C -1.630 -2.425 3.477 0.0585 -0.0536 -0.0476
N -0.553 -2.070 3.143 0.4188 0.1854 -0.1970
```
Forces are in eV/Å.

Properties
Kohn-Sham gap (spin up / spin down): 0.2309 / 0.1672 hartree
spin multiplicity: 5
expectation value of S²: 6.0702
net charge: +1
HOMO level (spin up / spin down): -11.228 / -11.263 eV

Atom charges from the natural (NBO) analysis, given in e for atoms 1 to 6: Co 1.4461; O -0.7291; C 0.3697; C -0.3070; C -0.1579; C -0.2268

[3]
ORCA calculation (ωB97M-V/def2-TZVPD) on a 2-piece molecular cluster, C20H38ClF2N3O6S2 overall at a distorted geometry.

Structure (XYZ):
```
72
Properties=species:S:1:pos:R:3:forces:R:3
C 0.463 -2.378 1.470 -2.3330 8.5167 6.1879
C 0.155 -1.205 2.221 2.5587 -8.8464 -5.1020
N -0.174 0.068 3.028 0.1027 -3.2392 -0.7905
C 1.046 0.898 3.361 1.5946 1.1595 1.2159
C 1.617 1.787 2.069 0.5089 -1.2154 1.1955
O 2.437 0.847 1.243 0.1209 1.6542 1.5070
C 3.797 0.717 1.790 1.7889 -0.1594 0.4144
C 4.770 -0.270 0.854 -1.4754 -0.3556 1.2429
C 3.822 -1.537 0.412 0.8567 0.1354 0.4210
O 5.789 -0.806 1.815 -0.2987 1.8257 -1.1391
N 0.455 2.400 1.318 1.1914 1.1660 1.3340
C 0.781 3.753 0.725 -1.0612 -0.9707 -2.6117
Cl 1.197 5.074 1.960 -0.2741 -0.9727 -0.6131
C 1.904 3.612 -0.504 -0.1654 1.2193 0.1582
C 3.390 4.172 -0.098 0.5399 -0.1336 -1.4198
C -0.829 2.399 2.117 -0.8568 -0.6462 -0.4731
C -1.268 0.805 2.286 -1.9052 2.6376 -2.6278
C -2.780 0.590 2.880 1.0770 -1.4153 -0.4543
C -3.346 -0.821 2.189 -0.8795 -0.7463 1.5330
C -4.784 -0.643 1.423 -0.0693 0.1224 -0.3507
C -4.637 -0.444 -0.230 -1.1962 -0.1187 0.6944
C -3.828 -1.664 -0.965 -0.4453 -0.2025 -0.9768
C -2.748 -1.198 -2.107 0.8511 -0.9755 -0.5014
C -1.595 -0.152 -1.591 0.0853 0.3019 -0.7972
C -0.989 0.818 -2.811 -0.0370 0.6033 0.8896
H 0.711 -3.460 1.030 -0.7044 3.0244 0.9930
H -0.567 -0.300 3.945 0.4977 0.4601 -1.2651
H 0.739 1.594 4.279 0.5133 -1.3828 -2.1850
H 1.855 0.154 3.791 -1.5881 1.5673 -1.2064
H 2.375 2.552 2.527 -1.5851 -1.0365 -0.8041
H 3.832 0.222 2.875 -0.3421 0.8400 -2.2989
H 4.368 1.753 1.915 -1.4816 -1.7774 -0.3594
H 5.275 0.300 -0.034 -1.0721 -1.1418 1.6695
H 4.542 -2.401 0.073 -1.5781 1.6895 0.4848
H 3.224 -1.911 1.374 1.3231 0.9094 -2.1427
H 3.077 -1.217 -0.435 1.5035 -0.7271 1.6872
H 6.456 -0.093 2.049 -1.2985 -1.1510 -0.6470
H -0.212 4.118 0.174 2.1319 -0.7865 1.5737
H 1.511 4.308 -1.390 0.8065 -1.5455 2.0023
H 1.878 2.509 -0.894 0.2153 2.1159 0.9758
H 4.059 4.080 -1.083 -1.4235 0.1112 2.1295
H 3.925 3.516 0.710 -1.1571 1.4497 -1.3579
H 3.401 5.336 0.159 -0.2128 -2.7877 -0.2872
H -0.789 2.986 3.128 -0.0176 -1.0768 -1.7383
H -1.661 2.910 1.433 1.8086 -1.2342 1.5446
H -1.265 0.369 1.177 0.1586 1.0586 2.4469
H -3.501 1.469 2.590 1.7024 -1.5410 0.7373
H -2.668 0.440 4.053 -0.5924 0.5895 -2.3408
H -3.544 -1.548 3.115 0.4443 1.3978 -2.0491
H -2.546 -1.360 1.527 -1.4970 1.2597 1.1467
H -5.317 0.295 1.932 0.9728 -2.0172 -1.2621
H -5.498 -1.585 1.589 1.7769 2.0111 -0.2081
H -5.760 -0.464 -0.633 2.4746 0.1755 0.8166
H -4.237 0.632 -0.457 -0.4589 -2.0987 0.3354
H -4.652 -2.312 -1.535 1.8916 1.3073 1.2956
H -3.295 -2.410 -0.231 -1.0305 1.6349 -1.1856
H -2.170 -2.189 -2.439 -1.3765 2.1358 0.6050
H -3.273 -0.813 -3.106 0.9730 -0.5740 2.3883
H -0.661 -0.739 -1.154 -2.1926 1.1922 -0.5683
H -2.090 0.584 -0.829 1.0889 -1.4371 -1.0434
H -1.544 0.622 -3.825 1.3569 0.3111 1.9484
H 0.190 0.716 -2.883 -2.6209 -0.0329 -0.1554
H -1.179 1.951 -2.487 0.3135 -2.3503 -0.8562
N 0.857 -4.561 -4.958 -0.3297 0.6836 0.7845
S 0.044 -4.775 -6.284 -2.0189 -1.4747 -4.6878
O -0.098 -3.631 -7.179 0.2477 -0.9261 1.8762
O -1.083 -5.700 -6.247 1.3341 1.4082 0.8604
F 1.104 -5.651 -7.107 0.3588 0.2418 0.8937
S 0.080 -3.641 -3.947 -0.8554 1.5765 2.7815
O 0.907 -3.141 -2.849 -0.3199 -1.1934 -1.4058
O -1.265 -4.037 -3.547 1.5303 -0.0405 -0.8093
F -0.183 -2.299 -4.769 0.0502 -0.1623 -0.0492
```
Forces are in eV/Å.

Properties
Kohn-Sham gap: 0.2626 hartree
HOMO level: -8.519 eV

Atom charges from the Löwdin analysis, given in e for atoms 1 to 6: C 0.1901; C -0.0181; N -0.0725; C -0.0304; C -0.2366; O -0.1670

[4]
ORCA calculation (ωB97M-V/def2-TZVPD) on a 2-piece molecular cluster, CH4N2OS overall at a distorted geometry.

Structure (XYZ):
```
9
Properties=species:S:1:pos:R:3:forces:R:3
C -2.243 0.270 0.090 1.1398 2.8433 -0.6282
N -1.805 1.410 0.011 -3.1262 -2.6214 -0.1272
N 2.083 -0.428 -0.115 -0.8412 0.1959 -0.9660
O 0.659 -0.588 0.246 1.7075 -1.0975 -0.1994
S -2.954 -1.096 -0.002 -0.4695 -0.9835 0.1932
H 0.802 -1.545 0.332 -1.3331 0.2769 0.3692
H -0.914 1.708 0.198 2.4240 0.7319 0.5586
H 2.025 -0.148 -1.095 0.1392 -0.2111 -0.0139
H 2.347 0.416 0.334 0.3595 0.8656 0.8137
```
Forces are in eV/Å.

Properties
relative energy (zero: lowest compared OMol25 entry of this formula, charge and spin): 64.28 kcal/mol
Kohn-Sham gap: 0.3741 hartree
HOMO level: -9.479 eV
SMILES: N=C=S.NO

Atom charges from the natural (NBO) analysis, given in e for atoms 1 to 6: C 0.2285; N -0.6754; N -0.5290; O -0.6102; S 0.0381; H 0.4809